Record 1
This record from the OMol25 dataset describes C22H21N7O3PPbS2Te as an isolated structure. The level of theory is ωB97M-V/def2-TZVPD.

```
58
Properties=species:S:1:pos:R:3:nbo_charge:R:1
Pb -0.0637 -0.2122 -0.1679 1.27
N 3.7384 0.3940 3.0557 -0.57
C 3.0431 0.4273 1.9095 0.35
N 1.8580 0.9357 1.7915 -0.56
C 1.2231 1.4707 2.8941 0.39
N 0.0690 2.0366 2.8131 -0.35
N -0.5162 1.9309 1.5620 -0.23
C -0.9764 3.0055 1.0918 0.05
C -1.6235 3.0554 -0.2452 0.16
C -2.0663 4.2753 -0.7322 -0.23
C -2.6324 4.3275 -1.9964 -0.16
C -2.7365 3.1639 -2.7329 -0.25
C -2.2723 1.9851 -2.1651 0.06
N -1.7290 1.9310 -0.9546 -0.43
C 1.9194 1.4403 4.1903 -0.15
C 1.3525 1.9333 5.3663 -0.14
C 2.0423 1.8677 6.5569 -0.23
C 3.3217 1.3042 6.5867 -0.18
C 3.8994 0.8142 5.4373 -0.26
C 3.1931 0.8814 4.2355 0.25
H 4.6499 -0.0375 3.0540 0.42
H 3.5428 0.0129 1.0390 0.25
H -0.8732 3.9408 1.6451 0.18
H -1.9648 5.1666 -0.1254 0.22
H -2.9839 5.2684 -2.4002 0.22
H -3.1696 3.1584 -3.7238 0.22
H -2.3395 1.0402 -2.6949 0.21
H 0.3589 2.3578 5.3128 0.24
H 1.5943 2.2463 7.4660 0.21
H 3.8667 1.2482 7.5202 0.21
H 4.8881 0.3712 5.4566 0.22
S -0.7136 -2.1621 1.5995 -0.32
C -1.3562 -2.9515 0.1819 -0.20
S -1.9406 -1.9886 -1.1421 -0.34
C -1.3595 -4.3347 0.0930 -0.50
C -0.8822 -5.1654 1.1607 0.32
N -0.5014 -5.8591 1.9995 -0.38
C -1.8239 -5.0099 -1.0852 0.32
N -2.1760 -5.5760 -2.0261 -0.38
C 2.7218 -4.0585 1.9254 -0.63
C 2.6872 -4.0216 0.4181 -0.07
O 2.3015 -2.7008 0.0013 -0.86
P 2.9702 -1.9887 -1.2858 2.04
O 2.1338 -0.7513 -1.4603 -1.21
Te 5.2880 -1.7120 -0.9358 -0.67
O 2.7355 -3.0540 -2.4507 -0.84
C 1.3718 -3.4464 -2.7412 -0.07
C 0.7871 -2.5982 -3.8476 -0.63
H 2.9950 -5.0599 2.2646 0.21
H 1.7532 -3.7991 2.3491 0.23
H 3.4712 -3.3522 2.2933 0.20
H 1.9534 -4.7241 0.0181 0.18
H 3.6680 -4.2643 0.0056 0.20
H 0.7563 -3.3812 -1.8384 0.19
H 1.4244 -4.4936 -3.0341 0.19
H 0.7881 -1.5481 -3.5538 0.22
H -0.2429 -2.9112 -4.0337 0.22
H 1.3682 -2.7063 -4.7652 0.20
```

Its LUMO energy is 1.35 eV. As for the HOMO energy: -0.165 Ha. The charge is -1. For the HOMO-LUMO gap, the calculation gives 5.8 eV. The spin multiplicity is 1.



Record 2
This record from the OMol25 dataset describes one molecule with the formula C4H6N2O2. The level of theory is ωB97M-V/def2-TZVPD.

```
14
Properties=species:S:1:pos:R:3:nbo_charge:R:1
H 3.2369 0.1430 -0.2362 0.39
N 2.3216 -0.4874 -0.0092 -0.86
C 1.1434 0.1246 -0.1013 0.39
C 0.4496 1.5425 0.1186 -0.11
O -0.9118 1.3739 -0.1991 -0.49
C -1.1881 -0.0097 -0.1180 0.42
C -2.3244 -0.6494 -0.0368 -0.55
N 0.1167 -0.6274 -0.2438 -0.10
O 0.1064 -1.8345 -0.0008 -0.52
H 0.6532 1.8928 1.1418 0.21
H 0.9955 2.3474 -0.6342 0.20
H -3.2918 0.0371 0.0493 0.24
H -2.5531 -1.7929 0.4136 0.27
H 1.2460 -2.0600 -0.1438 0.51
```

Its LUMO energy is 0.79 eV. As for the HOMO energy: -0.307 Ha. Its SMILES is [H]/N=C1\COC(=C)N1O. For the HOMO-LUMO gap, the calculation gives 9.1 eV. The spin multiplicity is 1.



Record 3
This record from the OMol25 dataset describes one molecule with the formula C8H17I2N4OP. The level of theory is ωB97M-V/def2-TZVPD.

```
33
Properties=species:S:1:pos:R:3:nbo_charge:R:1
C -0.7292 -3.7353 0.6137 -0.64
C -0.1326 -2.2162 0.6791 -0.36
I 2.0200 -2.4295 0.3303 0.10
C -0.9011 -1.3879 -0.4520 -0.33
I -0.5604 -2.2770 -2.4429 0.10
C -0.6816 0.1978 -0.4165 0.09
N -1.5739 0.7150 -1.5022 -0.86
C 0.7761 0.8336 -0.5687 -0.39
P 1.7778 0.6022 -2.1553 1.25
N 3.1988 1.3667 -2.0326 -1.30
N 0.4228 2.3051 -0.6182 -0.68
C -0.7292 2.5089 0.2925 0.78
O -1.3239 3.5448 0.6059 -0.56
C -1.1745 1.0436 0.8516 -0.36
C -0.3379 0.9715 2.2267 -0.24
N 0.6089 2.1393 2.3942 -0.85
H -0.7503 -4.2163 1.6414 0.23
H -0.0664 -4.3479 -0.0941 0.23
H -1.7559 -3.6585 0.1348 0.21
H -0.3816 -1.8641 1.7422 0.25
H -2.0222 -1.5585 -0.2584 0.23
H -1.0798 0.7924 -2.3978 0.37
H -2.4087 0.1283 -1.6026 0.37
H 1.5138 0.5891 0.2722 0.27
H 1.0623 1.0900 -3.3174 -0.05
H 2.0671 -0.7805 -2.3708 -0.01
H 3.9216 0.6263 -2.1137 0.36
H 0.1598 2.6635 -1.5448 0.40
H -2.2961 1.0049 1.0861 0.25
H 0.2989 0.0383 2.3456 0.19
H -1.0788 1.0275 3.1004 0.21
H 1.5484 1.8363 2.0973 0.36
H 0.6113 2.4621 3.3650 0.38
```

Its LUMO energy is -0.40 eV. As for the HOMO energy: -0.312 Ha. Its SMILES is C[C@@H](I)[C@H](I)[C@]1(N)[C@@H]([PH2]=N)NC(=O)[C@@H]1CN. For the HOMO-LUMO gap, the calculation gives 8.1 eV. The spin multiplicity is 1.



Record 4
This record from the OMol25 dataset describes C41H35ClN2Si2Sr as an isolated structure. The level of theory is ωB97M-V/def2-TZVPD.

```
82
Properties=species:S:1:pos:R:3:lowdin_charge:R:1
C 3.3432 -3.7952 1.0241 -0.23
C 2.8524 -3.5409 -0.2874 -0.23
C 3.2397 -2.2162 -0.6557 -0.24
H 2.3331 -4.2545 -0.9269 0.08
C 3.9852 -1.6636 0.4285 -0.24
C 4.0428 -2.6382 1.4662 -0.23
H 4.5845 -2.5384 2.4074 0.08
H 3.2639 -4.7389 1.5666 0.09
H 3.0609 -1.7337 -1.6161 0.08
H 4.4782 -0.6915 0.4287 0.07
Sr 1.1690 -1.7378 1.4075 1.06
Si -0.8131 3.0707 -2.9718 0.82
C -2.6158 3.3680 -3.4692 -0.36
C -3.4615 4.1032 -2.6155 -0.13
H -3.0481 4.6343 -1.7531 0.10
C -4.8501 4.1287 -2.8329 -0.09
H -5.4929 4.6653 -2.1364 0.10
C -5.4135 3.4644 -3.9257 -0.10
H -6.5020 3.4775 -4.0870 0.10
C -4.5682 2.7832 -4.8084 -0.10
H -4.9988 2.2743 -5.6736 0.10
C -3.1842 2.7294 -4.5922 -0.11
H -2.5403 2.1821 -5.2861 0.10
C -0.1575 4.8035 -2.6043 -0.32
C -0.3540 5.8412 -3.5405 -0.10
H -0.7396 5.6073 -4.5395 0.11
C -0.0835 7.1708 -3.1896 -0.09
H -0.2568 7.9648 -3.9220 0.10
C 0.4007 7.4975 -1.9185 -0.09
H 0.6017 8.5405 -1.6483 0.10
C 0.6374 6.4699 -0.9995 -0.08
H 1.0170 6.7052 -0.0097 0.10
C 0.3995 5.1311 -1.3501 -0.10
H 0.6178 4.3327 -0.6328 0.07
H -0.0778 2.4017 -4.0597 0.00
Si -1.4801 2.0701 -0.4945 0.79
C 0.4056 1.8036 -0.5055 -0.42
C 1.1762 1.3806 -1.6253 -0.18
H 0.7130 0.9545 -2.5249 0.07
C 2.5770 1.5058 -1.6389 -0.08
H 3.1414 1.2435 -2.5471 0.12
C 3.2457 1.9268 -0.4845 -0.10
H 4.3446 2.0011 -0.4880 0.11
C 2.5121 2.1858 0.6824 -0.09
H 3.0386 2.4535 1.6120 0.11
C 1.1098 2.1055 0.6801 -0.15
H 0.5438 2.2671 1.5982 0.09
C -2.0802 0.4557 -1.2397 -0.35
C -1.2069 -0.6234 -1.4914 -0.13
H -0.2744 -0.7164 -0.9237 0.06
C -1.4843 -1.5267 -2.5251 -0.09
H -0.7290 -2.2580 -2.8302 0.10
C -2.7426 -1.4984 -3.1459 -0.10
H -2.9799 -2.2190 -3.9345 0.10
C -3.7175 -0.5883 -2.7045 -0.09
H -4.7321 -0.6254 -3.1160 0.10
C -3.3961 0.3714 -1.7388 -0.11
H -4.1489 1.0895 -1.4056 0.10
H -1.8918 1.9976 0.9188 -0.02
Cl -1.0489 -0.8117 2.4488 -0.38
C 2.7818 -2.1185 6.0827 -0.03
C 2.4284 -1.7173 4.7796 -0.11
N 1.7268 -2.5013 3.9487 0.03
C 1.2758 -3.7033 4.3781 -0.13
C 1.5859 -4.1893 5.6940 -0.14
C 2.3625 -3.3625 6.5292 0.00
C 1.1143 -5.4787 6.0842 -0.02
C 0.3579 -6.2602 5.2384 -0.02
C 0.0073 -5.8157 3.9281 -0.14
C -0.7703 -6.5785 3.0317 0.00
C -1.0921 -6.0727 1.7816 -0.04
C -0.6085 -4.7993 1.4225 -0.10
N 0.1935 -4.0853 2.2308 0.02
C 0.4726 -4.5341 3.4782 -0.14
H 3.3728 -1.4525 6.6982 0.11
H 2.7195 -0.7343 4.3934 0.12
H 2.6098 -3.7341 7.5194 0.12
H 1.3735 -5.8342 7.0848 0.12
H 0.0036 -7.2477 5.5525 0.12
H -1.1092 -7.5618 3.3605 0.12
H -1.7008 -6.6280 1.0666 0.11
H -0.8697 -4.3342 0.4642 0.12
```

Its LUMO energy is -0.61 eV. As for the HOMO energy: -0.268 Ha. For the HOMO-LUMO gap, the calculation gives 6.7 eV. The spin multiplicity is 1.



Record 5
This record from the OMol25 dataset describes C49H34N6O2SeTeV as an isolated structure. The level of theory is ωB97M-V/def2-TZVPD.

```
94
Properties=species:S:1:pos:R:3:lowdin_charge:R:1
V 1.0231 1.0093 -0.2847 0.63
O 5.0179 -1.0952 4.8927 -0.03
C 5.2473 -1.1943 3.6674 -0.70
O 6.2919 -1.4955 3.0638 -0.02
C 4.0952 -0.8773 2.7810 -0.09
C 4.1382 -1.2165 1.4327 0.09
C 3.0427 -0.9122 0.6242 -0.20
N 1.9967 -0.1994 1.1044 0.02
C 1.8899 -0.0142 2.4516 -0.21
C 2.9692 -0.2653 3.2993 0.08
C 0.5550 0.3562 2.9075 -0.21
C 0.2694 0.9462 4.1574 0.02
C -1.0530 0.9856 4.5894 -0.05
C -2.0233 0.3802 3.8066 -0.05
C -1.6593 -0.0849 2.5429 -0.15
N -0.4425 0.0665 2.0382 0.08
C 2.8446 -1.2512 -0.7919 -0.21
C 3.7035 -2.0113 -1.6014 0.03
C 3.3171 -2.2782 -2.9186 -0.03
C 2.1419 -1.7288 -3.4439 -0.04
C 1.4134 -0.8933 -2.6349 -0.15
N 1.7008 -0.7062 -1.3193 -0.06
H 5.0189 -1.7245 1.0738 0.12
H 2.9464 -0.0272 4.3648 0.13
H 1.0819 1.3546 4.7477 0.12
H -1.3258 1.4589 5.5209 0.11
H -3.0541 0.3363 4.1402 0.11
H -2.4001 -0.5768 1.9184 0.10
H 4.6288 -2.4127 -1.2240 0.12
H 3.9255 -2.9376 -3.5347 0.11
H 1.8152 -1.9593 -4.4473 0.11
H 0.5632 -0.3432 -3.0146 0.10
C 4.7919 2.1612 -2.1430 -0.07
C 4.3270 2.7579 -3.2991 -0.08
C 2.9571 2.9044 -3.4639 -0.03
C 2.0711 2.4515 -2.4718 -0.18
C 2.5445 1.8007 -1.3040 -0.27
C 3.9225 1.7107 -1.1527 -0.17
C 0.6139 2.5582 -2.5990 -0.18
C -0.0561 3.4118 -3.4942 0.02
C -1.4442 3.4222 -3.4832 0.02
C -2.1821 2.6101 -2.5677 -0.13
C -3.6061 2.5650 -2.4776 -0.02
C -4.2502 1.7186 -1.5900 -0.08
C -3.5380 0.8836 -0.7168 -0.06
C -2.1435 0.8912 -0.7964 -0.05
C -1.4639 1.7459 -1.6896 -0.18
N -0.0807 1.7449 -1.7458 0.02
H 5.8669 2.0631 -1.9975 0.11
H 4.9928 3.1375 -4.0614 0.10
H 2.5552 3.3831 -4.3453 0.10
H 4.3616 1.2746 -0.2501 0.09
H 0.5012 4.0676 -4.1499 0.11
H -1.9845 4.0481 -4.1799 0.12
H -4.2076 3.1916 -3.1200 0.11
H -5.3401 1.7271 -1.5953 0.11
H -4.0927 0.2557 -0.0279 0.11
H -1.5636 0.2721 -0.1106 0.06
Se 2.5615 3.0223 1.2915 1.25
N 0.8111 2.6001 0.8597 -0.31
C -0.0928 3.2473 1.6284 -0.27
C -1.5137 3.1359 1.6875 -0.02
C -2.1741 3.8692 2.6512 -0.07
C -1.5055 4.7508 3.5373 -0.09
C -0.1555 4.9466 3.5006 -0.03
C 0.6177 4.1674 2.5909 -0.38
N 1.9434 4.2085 2.5713 -0.20
H -2.0505 2.4436 1.0556 0.08
H -3.2435 3.8016 2.7398 0.10
H -2.1124 5.2890 4.2579 0.10
H 0.3432 5.6537 4.1560 0.12
Te -0.4773 -2.6962 -0.2652 1.45
C -1.1298 -4.5811 0.5193 -0.53
C -2.0163 -4.6521 1.5837 -0.16
C -2.3860 -5.8948 2.0539 -0.09
C -1.8246 -7.0432 1.5233 -0.09
C -0.9119 -6.9820 0.4888 -0.08
C -0.5756 -5.7419 -0.0221 -0.15
C -2.2652 -2.3582 -1.4395 -0.48
C -2.1322 -1.8098 -2.7225 -0.14
C -3.2567 -1.4327 -3.4406 -0.09
C -4.5060 -1.6637 -2.9180 -0.11
C -4.6490 -2.3015 -1.7076 -0.10
C -3.5421 -2.6220 -0.9519 -0.14
H -2.4048 -3.7286 2.0129 0.09
H -3.1140 -5.9638 2.8573 0.11
H -2.1198 -8.0115 1.9196 0.11
H -0.4865 -7.8824 0.0640 0.11
H 0.0753 -5.6003 -0.8801 0.08
H -1.1263 -1.6873 -3.1135 0.07
H -3.1348 -0.9620 -4.4013 0.11
H -5.3920 -1.3578 -3.4801 0.11
H -5.6298 -2.5164 -1.3016 0.11
H -3.6555 -3.0939 0.0168 0.09
```

Its LUMO energy (spin up / spin down) is -1.51 / -1.23 eV. As for the HOMO energy (spin up / spin down): -0.243 / -0.276 Ha. For the HOMO-LUMO gap (spin up / spin down), the calculation gives 5.1 / 6.3 eV. The spin multiplicity is 4.



Record 6
This record from the OMol25 dataset describes a 2-piece molecular cluster, C3H11N2OS overall. The level of theory is ωB97M-V/def2-TZVPD.

```
18
Properties=species:S:1:pos:R:3:nbo_charge:R:1
C 0.1379 -0.7896 -0.7630 -0.24
C 1.6088 -1.1641 -0.5078 -0.55
S 2.7411 -0.5722 -1.7893 -0.71
N -0.5808 -0.4457 0.4569 -0.68
C -1.4800 0.6702 0.5375 -0.06
N -2.8922 0.3492 0.8039 -0.84
H -0.3495 -1.6162 -1.2938 0.16
H 0.1100 0.0440 -1.4659 0.19
H 1.8589 -0.7689 0.4844 0.17
H 1.6781 -2.2561 -0.4451 0.18
H -0.0948 -0.6925 1.3008 0.37
H -1.1499 1.3795 1.2983 0.17
H -1.4484 1.2011 -0.4133 0.18
H -2.9692 0.0106 1.7621 0.34
H -3.1233 -0.4671 0.2401 0.35
H 1.2529 1.4467 -0.0326 0.47
H 2.7193 1.6209 -0.3272 0.50
O 1.9810 2.0504 0.1539 -0.98
```

Its LUMO energy is 3.74 eV. As for the HOMO energy: -0.102 Ha. The charge is -1. For the HOMO-LUMO gap, the calculation gives 6.5 eV. The spin multiplicity is 1.